Entry from OMol25: a structure of composition C10H12CdN4O4 at a distorted geometry (the ωB97M-V functional and the def2-TZVPD basis).

calculated total energy = -29258.2408 eV
gap between HOMO and LUMO = 6.0 eV
charge = +2

```
31
Properties=species:S:1:pos:R:3:forces:R:3
Cd -0.0037 -0.8078 -2.2514 0.01 3.65 0.01
O 0.0233 2.5978 -4.2787 -0.03 -1.77 0.95
C 0.0110 1.6054 -3.7395 0.02 1.36 -0.71
C 1.6593 -1.9832 -1.8261 7.10 -3.89 1.93
O 2.6457 -2.5068 -1.5525 -3.89 1.94 -1.19
C -1.6936 -1.9522 -1.8424 -7.16 -3.72 1.90
O -2.6905 -2.4585 -1.5744 3.93 1.86 -1.18
C -0.0075 -2.0306 -4.0006 0.01 -3.68 -8.49
O -0.0078 -2.6109 -5.0079 0.00 2.69 5.20
C -0.2522 1.3478 -0.2982 0.12 0.49 2.67
N 0.0074 -0.1334 -0.1882 -0.09 0.45 -0.79
C -1.0743 -0.7710 0.6304 0.53 1.38 2.45
N -1.0680 -0.1839 2.0136 0.17 -0.27 -1.09
C -1.3159 1.2828 1.9032 0.77 -0.55 -0.77
N -0.2593 1.9400 1.0709 0.07 -0.53 -0.41
C 1.0619 1.6902 1.7300 -0.59 -0.63 -0.65
N 1.3386 0.2350 1.8354 -0.34 -0.56 -0.90
C 1.3364 -0.3707 0.4631 -0.41 1.63 2.36
C 0.2611 -0.4195 2.6400 -0.11 0.67 -1.06
H -1.2170 1.5106 -0.7774 -0.15 -0.03 0.05
H 0.5333 1.8099 -0.8954 0.15 0.02 0.06
H -0.8936 -1.8358 0.7102 0.10 -0.32 -0.02
H -2.0503 -0.5743 0.2062 -0.17 0.14 -0.23
H -1.3174 1.7127 2.8995 0.08 0.08 0.04
H -2.2897 1.4502 1.4479 -0.07 0.00 -0.03
H 1.8511 2.1628 1.1471 0.03 0.04 -0.02
H 1.0574 2.1211 2.7281 -0.08 0.01 0.00
H 1.5130 -1.4260 0.5808 -0.03 -0.49 0.00
H 2.1322 0.0930 -0.1202 -0.02 0.06 -0.12
H 0.2617 -0.0078 3.6443 0.00 0.09 0.04
H 0.4475 -1.4870 2.7020 0.05 -0.15 -0.01
```
Positions in Å, forces in eV/Å.

So, what does the Mulliken scheme give us? The charges, in e, come out as: Cd 0.93; O -0.04; C 0.09; C 0.20; O -0.06; C 0.22; O -0.06; C 0.23; O -0.05; C -0.62; N 0.77; C -0.94; N 0.10; C -0.70; N 0.07; C -0.67; N 0.09; C -0.97; C -0.69; H 0.27; H 0.33; H 0.34; H 0.41; H 0.34; H 0.32; H 0.33; H 0.33; H 0.47; H 0.30; H 0.33; H 0.32

Entry from OMol25: a cluster of 3 separate species, C17H46N7O6P3 in total at a distorted geometry (the ωB97M-V functional and the def2-TZVPD basis).

calculated total energy = -68955.9976 eV
structure (SMILES) = C[C@H]1OC(=O)C[C@H]1P(=N)(O)O.CN(C)P(=O)(N(C)C)N(C)C.CN(C)P(=O)(N(C)C)N(C)C
gap between HOMO and LUMO = 8.3 eV

```
79
Properties=species:S:1:pos:R:3:forces:R:3
C -2.8493 -4.5471 0.3818 -0.64 -0.19 0.06
C -3.7298 -3.5439 -0.3048 0.99 0.20 -0.93
O -4.8745 -4.1518 -0.9492 0.19 -0.06 -0.43
C -5.6780 -3.0759 -1.2384 -0.32 0.14 0.60
O -6.1252 -2.8081 -2.3065 -0.13 -0.30 0.02
C -5.7649 -2.3548 0.0992 0.48 -0.29 -0.73
C -4.2478 -2.2464 0.3922 -1.17 -0.86 0.27
P -3.9209 -1.8248 2.1402 1.46 2.41 -0.13
N -3.3195 -0.3976 2.1824 0.12 -0.28 -0.30
O -2.9751 -2.8913 2.8724 -0.66 -0.86 0.05
O -5.3106 -1.8267 2.9213 0.05 -1.20 -0.11
H -3.3946 -5.0744 1.1627 0.21 -0.08 0.18
H -2.5083 -5.2449 -0.3783 0.01 -0.17 0.07
H -1.9745 -4.0370 0.7713 0.07 -0.06 0.11
H -3.1278 -3.2256 -1.1614 0.10 0.38 0.13
H -6.3268 -1.4314 0.1064 -0.05 0.05 0.05
H -6.1825 -3.1464 0.7191 -0.37 0.40 0.41
H -3.8603 -1.4078 -0.1757 0.15 0.25 0.32
H -2.4172 -0.3777 2.6379 -0.06 0.42 0.17
H -2.0507 -2.6299 2.8091 0.03 -0.01 -0.01
H -5.6839 -2.7205 2.9676 -0.28 0.15 0.14
O 0.1626 -3.3585 -1.4513 -2.89 -0.35 -1.78
P 0.5407 -2.4268 -2.5841 5.57 1.55 2.09
N 1.8718 -3.3000 -3.2607 0.21 0.40 -0.49
C 3.1636 -3.3648 -2.6061 -0.04 0.07 0.37
C 1.4748 -4.5771 -3.8267 -0.37 0.00 -0.02
N 0.9434 -1.0865 -1.6006 -0.36 0.03 0.52
C 2.2054 -0.3724 -1.6224 -0.12 0.42 -0.53
C 0.3672 -1.0465 -0.2666 0.01 -0.26 0.33
N 0.4675 -1.3035 -3.9554 -2.20 -1.36 -0.70
C -0.9141 -1.0697 -4.4149 -0.06 0.31 0.38
C 1.3550 -1.3791 -5.1085 0.17 -0.40 -0.17
H 3.8854 -3.8257 -3.2846 -0.10 -0.14 -0.02
H 3.1463 -3.9384 -1.6691 0.06 0.00 -0.01
H 3.5533 -2.3707 -2.3988 -0.12 0.00 0.08
H 0.6877 -4.4319 -4.5772 -0.03 -0.02 0.06
H 1.0918 -5.2715 -3.0686 0.03 -0.03 -0.03
H 2.3180 -5.0464 -4.3353 0.06 0.10 0.00
H 2.9577 -0.8695 -0.9990 0.01 0.04 0.02
H 2.0764 0.6418 -1.2356 -0.05 -0.04 0.08
H 2.5990 -0.2615 -2.6335 -0.06 -0.17 -0.06
H 0.9293 -1.6670 0.4449 -0.05 0.05 0.08
H -0.6660 -1.3848 -0.2703 0.03 -0.12 -0.04
H 0.3481 -0.0183 0.1023 0.22 0.05 -0.11
H -1.3220 -1.9313 -4.9532 -0.02 0.06 -0.10
H -0.9620 -0.1982 -5.0680 0.08 0.01 0.01
H -1.5608 -0.8689 -3.5552 0.03 -0.04 0.01
H 1.2020 -2.2672 -5.7310 0.05 0.02 -0.05
H 2.3969 -1.3385 -4.8055 -0.02 -0.14 0.09
H 1.1670 -0.4977 -5.7278 -0.18 0.01 0.08
O 2.6832 2.2191 1.6051 1.52 -0.50 2.51
P 2.2526 3.4492 2.3528 -2.82 2.40 -3.37
N 0.5442 3.2581 2.3233 -0.22 0.84 0.24
C -0.2247 3.5415 1.1263 0.12 -0.07 -0.25
C 0.0992 2.0605 3.0130 0.15 -0.17 0.23
N 2.8713 4.6553 1.3201 0.38 -0.42 -0.34
C 2.1221 5.7884 0.8267 0.02 0.42 0.46
C 3.8882 4.2461 0.3587 -0.07 -0.26 -0.19
N 2.2543 4.5655 3.7079 0.95 -1.97 1.01
C 3.3342 4.2782 4.6688 0.30 0.17 -0.30
C 1.0464 4.9567 4.4229 -0.34 -0.17 0.04
H -1.2891 3.5110 1.3678 0.01 -0.17 0.05
H -0.0307 2.8318 0.3094 -0.05 0.02 -0.01
H -0.0374 4.5495 0.7642 0.10 -0.08 0.00
H 0.4400 2.0731 4.0555 0.08 -0.06 -0.07
H 0.4701 1.1386 2.5465 -0.01 0.02 -0.01
H -0.9907 2.0179 3.0414 -0.02 0.14 -0.07
H 1.5391 5.5318 -0.0659 0.04 0.07 -0.02
H 2.8034 6.5999 0.5564 0.05 -0.04 0.00
H 1.4507 6.1945 1.5844 -0.06 -0.15 0.05
H 3.4580 3.7693 -0.5313 0.06 0.02 -0.03
H 4.5900 3.5491 0.8057 -0.08 -0.09 0.00
H 4.4642 5.1195 0.0443 -0.15 0.11 0.02
H 3.1311 3.3806 5.2623 0.01 0.05 0.09
H 3.4797 5.1182 5.3482 -0.06 0.05 -0.04
H 4.2757 4.1253 4.1334 -0.04 -0.03 -0.01
H 0.5830 4.1438 4.9924 -0.04 0.05 0.03
H 0.3079 5.3755 3.7464 -0.01 -0.15 -0.08
H 1.3201 5.7471 5.1267 0.16 -0.07 0.00
```
Positions in Å, forces in eV/Å.

So, what does the Mulliken scheme give us? The charges, in e, come out as: C -1.37; C 0.55; O -0.46; C 0.21; O -0.54; C -0.39; C 0.24; P 0.70; N -0.74; O -0.53; O -0.52; H 0.40; H 0.39; H 0.24; H 0.00; H 0.37; H 0.32; H 0.34; H 0.12; H 0.31; H 0.35; O -0.98; P 0.64; N 0.30; C -1.01; C -1.10; N 0.43; C -1.04; C -0.44; N 0.11; C -1.06; C -0.96; H 0.39; H 0.25; H 0.29; H 0.31; H 0.27; H 0.35; H 0.38; H 0.32; H 0.17; H 0.25; H 0.05; H 0.05; H 0.33; H 0.38; H 0.31; H 0.29; H 0.28; H 0.41; O -0.88; P 0.56; N 0.36; C -1.03; C -1.24; N 0.27; C -1.07; C -0.98; N 0.13; C -1.03; C -0.93; H 0.46; H 0.13; H 0.29; H 0.35; H 0.23; H 0.47; H 0.39; H 0.37; H 0.25; H 0.29; H 0.29; H 0.37; H 0.33; H 0.37; H 0.32; H 0.28; H 0.27; H 0.42

Entry from OMol25: a cluster of 2 separate species, C3H12NOS in total at a distorted geometry (the ωB97M-V functional and the def2-TZVPD basis).

calculated total energy = -17671.8090 eV
gap between HOMO and LUMO = 9.0 eV
charge = +1

```
18
Properties=species:S:1:pos:R:3:forces:R:3
C -0.4882 -0.6999 -0.4230 0.16 -0.25 -0.82
C -1.5333 0.0863 0.3780 -0.39 -0.20 -0.12
C -1.0697 1.4449 0.8835 0.23 -0.15 1.36
S -2.3940 2.4166 1.6708 -0.02 -0.15 -0.34
N 0.8439 0.0234 -0.6236 -0.86 -1.84 0.44
H -0.2078 -1.6311 0.0491 -0.04 -0.12 0.41
H -0.7918 -1.0052 -1.4297 -0.22 0.33 0.18
H -1.7736 -0.5339 1.2453 0.02 0.18 0.06
H -2.4906 0.1656 -0.1497 0.39 0.12 -0.26
H -0.5721 2.1023 0.1796 -0.20 0.06 -0.42
H -0.3535 1.2689 1.7037 0.10 0.09 -0.32
H -2.8229 1.3777 2.3986 -0.09 0.08 0.13
H 1.5382 -0.7275 -0.7716 0.44 0.58 -0.43
H 0.8116 0.6067 -1.4452 0.25 0.65 0.01
H 1.0656 0.4765 0.2516 0.34 0.77 -0.06
H 3.1263 -2.3086 -0.7674 0.40 -0.13 -0.21
H 3.9989 -1.4864 -1.7556 0.11 -0.04 0.01
O 3.1131 -1.5764 -1.3945 -0.64 0.01 0.37
```
Positions in Å, forces in eV/Å.

So, what does the Mulliken scheme give us? The charges, in e, come out as: C -0.74; C -0.27; C -1.00; S -0.14; N -0.14; H 0.35; H 0.38; H 0.36; H 0.37; H 0.39; H 0.43; H 0.14; H 0.18; H 0.38; H 0.37; H 0.33; H 0.32; O -0.69

no.,LUMO energy (eV),E_HOMO (eV)
1,-9.4,-15.41
2,0.1,-8.24
3,-3.5,-12.43